Entry 1:
{
  "formula": "C3H9NO2",
  "method": "ωB97M-V/def2-TZVPD",
  "symbols": ["O", "O", "N", "C", "C", "C", "H", "H", "H", "H", "H", "H", "H", "H", "H"],
  "xyz": [[-1.5146, -0.1928, 0.0244], [4.7661, 0.7703, 0.7781], [-3.0704, -0.4628, -2.0492], [-2.9261, -0.5060, -0.5918], [3.4987, 0.9671, 0.5794], [2.5207, -0.0127, 1.2500], [2.3145, 0.4210, 2.3191], [3.0762, -0.9290, 1.3649], [-3.6209, 0.1112, -0.1486], [-2.8386, -1.5783, -0.3042], [-2.1126, -0.1101, -2.3932], [-1.1885, -0.7259, 0.7987], [3.1475, 1.9649, 0.1049], [1.6001, -0.0015, 0.6422], [-3.6522, 0.2849, -2.3746]],
  "nbo_charge": [-0.82, -0.54, -0.84, 0.11, 0.40, -0.72, 0.24, 0.25, 0.16, 0.16, 0.37, 0.48, 0.14, 0.23, 0.36],
  "orbital_gap_ev": 10.6,
  "mol_weight_g_mol": 91.11,
  "relative_energy_kcal_mol": 80.8,
  "fmax_ev_per_a": 5.9,
  "e_tot_ev": -8839.4519,
  "e_homo_ha": -0.3638
}



Entry 2:
{
  "formula": "C3H3BrF4O",
  "method": "ωB97M-V/def2-TZVPD",
  "symbols": ["Br", "F", "F", "F", "F", "O", "C", "C", "C", "H", "H", "H"],
  "xyz": [[-1.4339, -2.3627, -1.6139], [-2.6374, 1.5169, -2.8931], [-3.6397, -0.4509, -3.0563], [-2.6453, -0.1670, -0.4068], [-1.6428, -0.1254, -3.9124], [-0.6522, 0.3536, -1.1086], [-1.6951, -0.3690, -1.3988], [-2.5062, 0.1753, -2.9329], [0.0167, 0.0167, 0.1040], [0.2899, 1.0271, 0.6657], [-0.5945, -0.4707, 0.8170], [0.8125, -0.7389, -0.1629]],
  "nbo_charge": [-0.06, -0.31, -0.29, -0.37, -0.32, -0.51, 0.54, 0.97, -0.29, 0.22, 0.20, 0.21],
  "orbital_gap_ev": 11.4,
  "mol_weight_g_mol": 210.95,
  "relative_energy_kcal_mol": 18.8,
  "fmax_ev_per_a": 4.8,
  "e_tot_ev": -86118.4494,
  "e_homo_ha": -0.3990
}



Entry 3:
{
  "formula": "C4H4N2O",
  "method": "ωB97M-V/def2-TZVPD",
  "symbols": ["O", "N", "N", "C", "C", "C", "C", "H", "H", "H", "H"],
  "xyz": [[2.0523, -1.2538, 0.8642], [-1.1828, 0.2885, 0.0767], [0.1780, -1.5566, -0.3865], [1.1220, 0.6788, -0.1671], [1.2253, -0.7659, 0.1296], [-0.9799, -1.0324, -0.2411], [-0.1202, 1.1743, -0.0424], [-2.0570, 0.5815, 0.4780], [-0.3731, 2.2305, -0.0452], [2.0036, 1.3003, -0.2886], [-1.8681, -1.6452, -0.3775]],
  "nbo_charge": [-0.55, -0.59, -0.48, -0.35, 0.62, 0.28, 0.01, 0.42, 0.22, 0.24, 0.19],
  "orbital_gap_ev": 9.9,
  "mol_weight_g_mol": 96.09,
  "relative_energy_kcal_mol": 11.8,
  "fmax_ev_per_a": 0.5,
  "e_tot_ev": -9239.9746,
  "e_homo_ha": -0.3471
}



Entry 4:
{
  "formula": "C4H12NO3",
  "method": "ωB97M-V/def2-TZVPD",
  "symbols": ["O", "O", "O", "N", "C", "C", "C", "C", "H", "H", "H", "H", "H", "H", "H", "H", "H", "H", "H", "H"],
  "xyz": [[-0.2617, -2.1586, 1.9725], [-2.2158, 1.6093, -2.3524], [-0.3989, 2.0316, -0.6215], [-0.6988, -0.2643, 0.0152], [-0.6528, 1.2506, 0.4174], [0.7981, -1.3863, 1.4899], [0.6134, -0.9780, 0.0405], [1.7471, -0.2264, -0.6541], [-1.0479, -1.8164, 1.5083], [0.9464, -0.4830, 2.0964], [2.5399, -0.9328, -0.8983], [-1.6556, 1.3539, 0.8741], [0.3655, -1.8922, -0.5132], [-2.9803, 2.0965, -2.0505], [-0.9719, -0.2045, -0.9620], [1.7441, -1.9239, 1.6427], [1.3599, 0.2758, -1.5213], [0.0851, 1.2291, 1.2465], [2.1020, 0.5520, 0.0253], [-1.4177, 1.8677, -1.7555]],
  "nbo_charge": [-0.75, -1.05, -0.92, -0.72, 0.14, -0.06, -0.08, -0.64, 0.49, 0.15, 0.18, 0.09, 0.17, 0.44, 0.37, 0.15, 0.24, 0.08, 0.21, 0.51],
  "orbital_gap_ev": 7.5,
  "mol_weight_g_mol": 122.14,
  "relative_energy_kcal_mol": 9.8,
  "fmax_ev_per_a": 2.0,
  "total_charge": -1,
  "e_tot_ev": -11975.5265,
  "e_homo_ha": -0.1339
}



Entry 5:
{
  "formula": "C5H10OS2",
  "method": "ωB97M-V/def2-TZVPD",
  "symbols": ["S", "S", "O", "C", "C", "C", "C", "C", "H", "H", "H", "H", "H", "H", "H", "H", "H", "H"],
  "xyz": [[0.5508, 1.0687, -0.4176], [-1.2353, 1.7134, 0.4302], [4.4997, 0.2421, 0.7995], [-2.8179, 0.2650, -1.4014], [3.3323, 0.0923, 1.0176], [-2.3369, 0.4175, 0.0868], [2.3565, -0.7436, 0.2236], [0.8742, -0.4414, 0.4842], [0.3776, -1.2939, 0.0117], [-3.2649, 0.7521, 0.5659], [0.6229, -0.4110, 1.5371], [-2.0871, -0.5862, 0.4387], [-2.9865, 1.3039, -1.7028], [-2.1224, -0.1788, -2.1044], [2.5162, -1.8267, 0.3586], [2.8542, 0.6936, 1.8406], [-3.7380, -0.3138, -1.3210], [2.6046, -0.7531, -0.8475]],
  "nbo_charge": [0.10, 0.14, -0.50, -0.61, 0.45, -0.59, -0.55, -0.55, 0.22, 0.23, 0.23, 0.21, 0.21, 0.21, 0.25, 0.10, 0.21, 0.25],
  "orbital_gap_ev": 9.4,
  "mol_weight_g_mol": 150.27,
  "relative_energy_kcal_mol": 11.2,
  "fmax_ev_per_a": 2.8,
  "e_tot_ev": -29064.4341,
  "e_homo_ha": -0.3199
}



Entry 6:
{
  "formula": "C28H55BNO5",
  "method": "ωB97M-V/def2-TZVPD",
  "symbols": ["O", "O", "O", "O", "O", "N", "C", "C", "C", "C", "C", "C", "C", "C", "C", "C", "C", "C", "C", "C", "C", "C", "C", "C", "C", "C", "C", "C", "C", "C", "C", "C", "C", "C", "B", "H", "H", "H", "H", "H", "H", "H", "H", "H", "H", "H", "H", "H", "H", "H", "H", "H", "H", "H", "H", "H", "H", "H", "H", "H", "H", "H", "H", "H", "H", "H", "H", "H", "H", "H", "H", "H", "H", "H", "H", "H", "H", "H", "H", "H", "H", "H", "H", "H", "H", "H", "H", "H", "H", "H"],
  "xyz": [[3.2013, -8.6632, -0.4833], [3.5337, 0.2336, 2.9102], [0.9150, -1.3031, -1.3873], [-0.5982, -2.0698, 0.2568], [-1.5166, -6.7018, -1.8482], [1.1251, 1.2895, 0.3468], [-2.6800, 5.7638, -2.3754], [-4.2148, 3.8040, 1.5110], [-1.6925, 4.9718, -3.2287], [-4.5714, 5.1101, -0.7227], [-3.0052, 4.6852, 1.8507], [2.4989, -0.8275, 2.7853], [3.6473, -9.2917, 0.7234], [-1.3341, -5.3095, -1.6087], [-2.0818, 4.0856, 2.9066], [2.3574, 0.5611, 2.2949], [-0.3365, -7.4208, -1.4689], [-0.0690, 0.4258, 0.2947], [1.9735, 4.3335, 1.3327], [1.8467, 3.6161, -0.0387], [0.7451, -6.3760, -1.2423], [-0.8073, 3.9750, -2.4481], [-4.6072, 3.7699, 0.0255], [4.2790, -7.9257, -1.0657], [2.4185, 0.7713, 0.7711], [0.8790, 2.5197, 0.0284], [-0.9278, 1.2216, -0.7353], [-0.5929, 2.6415, -0.2491], [5.3777, -7.8610, -0.0135], [-0.0747, -5.1801, -0.7629], [-0.7436, 4.8622, 2.9913], [5.1645, -9.1726, 0.7362], [-4.0116, 5.0009, -2.1528], [-1.1456, 3.8598, -0.9644], [0.0978, -1.0410, -0.3140], [4.6176, -8.4564, -1.9614], [2.6862, 3.8350, 1.9806], [-1.9794, 1.0711, -0.4995], [-1.0534, 5.6787, -3.7542], [1.5067, -6.7058, -0.5383], [-2.5559, 4.2039, 3.8771], [-4.0152, 3.0025, -0.4760], [-1.8847, 3.0307, 2.7193], [5.5795, -9.1771, 1.7426], [5.2087, -7.0154, 0.6581], [-3.9493, 2.7817, 1.7896], [1.5824, 4.3467, -0.7938], [-0.8175, 3.0126, -2.9576], [3.3017, -10.3251, 0.7374], [-0.5489, -7.9768, -0.5504], [-2.4522, 4.9893, 0.9612], [0.2245, 4.3200, -2.5294], [-1.2159, -4.8025, -2.5738], [2.2951, 5.3580, 1.1842], [-5.5964, 5.4680, -0.7880], [-0.5905, 5.5049, 2.1272], [0.4217, -4.2209, -0.8930], [-0.8239, 4.7591, -0.4372], [-5.0759, 4.0664, 2.1204], [-2.2223, -4.9100, -1.1156], [-2.9351, 6.6730, -2.9154], [-3.8405, 3.9499, -2.3915], [1.2376, -6.1339, -2.1879], [0.0745, 4.1543, 3.1203], [-0.6821, 1.0093, -1.7687], [3.2008, -8.7649, 1.5741], [-1.4740, -1.7920, 0.5397], [-2.2688, 6.0818, -1.4185], [-2.2234, 3.8239, -0.8174], [3.0833, -1.5391, 2.2207], [-4.7302, 5.3779, -2.8745], [0.9909, 4.3817, 1.8011], [3.9182, -6.9397, -1.3650], [2.6225, -0.1928, 0.3315], [-5.6318, 3.4043, -0.0235], [1.6170, -1.9098, -1.1346], [-2.2608, 4.4707, -4.0091], [2.0484, -1.0778, 3.7330], [3.2111, 1.4963, 0.6290], [6.3712, -7.7576, -0.4464], [2.8325, 3.2383, -0.3024], [-1.0412, 2.6812, 0.7563], [-0.5733, 0.3819, 1.2583], [-0.3187, -5.2964, 0.2960], [-4.0177, 5.8889, -0.2019], [-0.7167, 5.5056, 3.8666], [1.6680, 1.2007, 2.8467], [-0.0819, -8.1336, -2.2520], [-3.3840, 5.6193, 2.2707], [5.6122, -9.9980, 0.1793]],
  "lowdin_charge": [-0.16, -0.02, 0.18, 0.19, -0.13, 0.04, -0.21, -0.19, -0.18, -0.19, -0.23, -0.01, -0.20, -0.21, -0.24, -0.33, -0.19, -0.10, -0.03, -0.11, -0.17, -0.16, -0.20, -0.21, -0.02, -0.10, -0.03, -0.20, -0.17, -0.18, -0.10, -0.17, -0.19, -0.16, -0.62, 0.12, 0.09, 0.14, 0.11, 0.10, 0.11, 0.08, 0.08, 0.11, 0.11, 0.10, 0.11, 0.11, 0.12, 0.12, 0.07, 0.10, 0.12, 0.09, 0.11, 0.07, 0.08, 0.12, 0.11, 0.11, 0.11, 0.10, 0.12, 0.05, 0.13, 0.12, 0.12, 0.10, 0.08, 0.12, 0.11, 0.01, 0.11, 0.13, 0.11, 0.12, 0.11, 0.12, 0.13, 0.11, 0.12, 0.15, 0.16, 0.12, 0.10, 0.08, 0.15, 0.12, 0.12, 0.12],
  "orbital_gap_ev": 7.5,
  "mol_weight_g_mol": 496.56,
  "fmax_ev_per_a": 2.1,
  "total_charge": 1,
  "e_tot_ev": -42325.4796,
  "e_homo_ha": -0.3985
}



Entry 7:
{
  "formula": "C25H35Cl2InN4O3Se",
  "method": "ωB97M-V/def2-TZVPD",
  "symbols": ["In", "Se", "Cl", "Cl", "O", "O", "O", "N", "N", "N", "N", "C", "C", "C", "C", "C", "C", "C", "C", "C", "C", "C", "C", "C", "C", "C", "C", "C", "C", "C", "C", "C", "C", "C", "C", "C", "H", "H", "H", "H", "H", "H", "H", "H", "H", "H", "H", "H", "H", "H", "H", "H", "H", "H", "H", "H", "H", "H", "H", "H", "H", "H", "H", "H", "H", "H", "H", "H", "H", "H", "H"],
  "xyz": [[-0.6684, -0.0855, -1.2448], [1.8330, 0.4049, 1.1699], [-1.0855, 1.9028, -0.0453], [-2.7924, -0.9685, -1.9338], [2.4204, 1.1007, -1.8710], [-1.2428, -1.2812, 0.9097], [0.7909, -1.7432, -1.4381], [0.2793, 1.3891, 3.3538], [-3.2679, -1.8672, 1.8056], [0.7940, -0.7097, 3.6345], [2.6003, -3.0690, -1.7624], [1.0446, 5.1664, -1.6116], [1.3451, 5.9100, -2.7672], [1.8423, 3.8543, -3.9552], [0.9529, 0.3486, 2.7645], [4.0428, -3.2470, -1.8556], [1.7814, -4.2198, -2.1343], [-0.0181, -0.3383, 4.7236], [-2.8624, -3.2106, 2.2090], [0.3705, -0.4426, -4.0100], [1.1789, 3.7750, -1.6278], [-1.1053, -0.3105, 6.8492], [-2.4045, -1.0082, 1.2352], [1.5749, 3.1431, -2.7937], [1.7347, 5.2451, -3.9416], [0.1033, 0.7766, -3.1560], [1.2529, -2.0630, 3.3816], [-1.3941, 1.0605, 6.6742], [-0.8987, 1.6636, -3.5191], [-4.6940, -1.5702, 1.8669], [-2.0462, 1.3837, -4.4168], [-0.4064, -1.0311, 5.8626], [1.7603, 1.6322, -2.8437], [-1.0065, 1.7411, 5.5110], [-0.3233, 1.0036, 4.5435], [2.0498, -1.8972, -1.4577], [-3.0381, -3.3317, 3.2844], [1.8613, -4.9935, -1.3615], [-4.8352, -0.5809, 1.4222], [-1.4235, -0.8027, 7.7698], [1.1692, -2.6153, 4.3203], [4.3245, -3.4990, -2.8882], [-0.9038, 2.6432, -3.0583], [2.1812, -4.6358, -3.0647], [2.7503, -1.0798, -1.2157], [-5.0588, -1.5721, 2.9014], [1.2839, 7.0095, -2.7526], [0.7405, -3.9206, -2.2618], [1.4397, -0.6485, -4.0845], [-1.1949, 2.7918, 5.3130], [-1.9261, 1.5967, 7.4631], [2.0641, 1.2668, -3.8888], [0.1695, 2.2885, 2.8923], [0.6415, -2.5529, 2.6137], [-3.0253, 1.5721, -3.9409], [4.3670, -4.0751, -1.2114], [-0.0760, -0.2570, -4.9861], [0.9555, 3.1884, -0.7374], [-3.4979, -3.9332, 1.6840], [-5.2820, -2.3145, 1.3135], [0.7331, 5.6617, -0.6930], [-1.9785, 2.1136, -5.2415], [2.1265, 3.2923, -4.8435], [-2.0356, 0.3597, -4.8162], [2.2948, -2.0581, 3.0413], [-0.1387, -2.0839, 5.9405], [-2.8302, 0.0062, 1.0458], [1.9746, 5.8010, -4.8524], [-1.8101, -3.3935, 1.9805], [-0.0905, -1.3630, -3.6451], [4.5322, -2.3185, -1.5513]],
  "lowdin_charge": [0.27, 0.72, 0.14, 0.09, -0.21, -0.12, -0.12, 0.11, -0.17, -0.07, -0.16, -0.07, -0.10, -0.05, -0.74, -0.03, -0.02, -0.16, -0.02, -0.12, -0.06, -0.09, -0.38, -0.21, -0.09, -0.36, -0.03, -0.09, -0.14, -0.04, -0.09, -0.01, -0.40, -0.01, -0.19, -0.25, 0.09, 0.10, 0.09, 0.10, 0.08, 0.10, 0.10, 0.09, 0.11, 0.09, 0.10, 0.09, 0.08, 0.11, 0.10, 0.12, 0.15, 0.09, 0.09, 0.10, 0.08, 0.04, 0.09, 0.10, 0.10, 0.09, 0.11, 0.07, 0.08, 0.10, 0.10, 0.10, 0.08, 0.05, 0.10],
  "orbital_gap_ev": 6.9,
  "mol_weight_g_mol": 704.26,
  "relative_energy_kcal_mol": 0.0,
  "fmax_ev_per_a": 2.1,
  "e_tot_ev": -134161.7001,
  "e_homo_ha": -0.2514
}



Entry 8:
{
  "formula": "C20H18F3N5OS",
  "method": "ωB97M-V/def2-TZVPD",
  "symbols": ["S", "F", "F", "F", "O", "N", "N", "N", "N", "N", "C", "C", "C", "C", "C", "C", "C", "C", "C", "C", "C", "C", "C", "C", "C", "C", "C", "C", "C", "C", "H", "H", "H", "H", "H", "H", "H", "H", "H", "H", "H", "H", "H", "H", "H", "H", "H", "H"],
  "xyz": [[-8.4232, -0.6408, -0.2493], [5.0329, 2.6327, -1.0907], [4.7009, 1.4988, 1.1320], [6.7683, 2.0268, 0.4245], [-5.5407, -1.4402, 0.5612], [0.6474, 0.0878, 1.1527], [-4.4043, 0.6142, -0.1187], [3.2448, -0.6900, 0.0081], [4.8530, -1.9788, -0.7187], [-1.0615, 1.0538, 0.3872], [-8.7369, 1.6569, -0.9867], [1.5371, -1.1640, 1.5559], [5.4151, 1.6030, 0.2263], [-2.8288, -0.9093, 0.6910], [-3.1753, 0.2374, 0.2154], [2.3831, 0.6353, -0.2317], [-1.4656, -1.0502, 0.9822], [-5.4894, -0.3076, 0.0552], [-2.2569, 1.0882, -0.1162], [6.6593, -0.1723, -0.8056], [6.9345, -1.5963, -1.3969], [-6.8425, 0.2338, -0.1699], [5.5396, 0.2665, -0.4178], [5.9040, -2.4210, -0.9542], [4.4510, -0.8484, -0.3266], [-9.3800, 0.4209, -0.7039], [-0.6525, -0.1254, 1.0463], [-7.3975, 1.6317, -0.5487], [1.6384, 0.8992, 0.7453], [2.3391, -1.5129, 0.2574], [1.6945, -1.6510, -0.4890], [-4.8474, 1.5767, -0.3641], [-10.2305, 0.3330, -0.8272], [3.1198, 1.4888, -0.8488], [-2.5793, 2.2648, -0.3785], [1.7665, 0.4571, -0.9197], [2.2668, 1.3091, 1.5664], [-9.0128, 2.4956, -1.3330], [-3.4295, -1.7878, 0.9468], [-1.1649, -1.8011, 1.5502], [7.8465, -1.9667, -1.5834], [2.1603, -1.0487, 2.3637], [0.8324, -2.1470, 1.8180], [1.0154, 2.0276, 0.6480], [7.6226, 0.6065, -1.0701], [6.0741, -3.5716, -1.1638], [-6.4281, 2.2134, -0.9194], [2.9004, -2.5282, 0.3987]],
  "nbo_charge": [0.68, -0.48, -0.22, -0.34, -0.59, -0.41, -0.58, -0.41, -0.54, -0.43, -0.26, -0.22, 1.05, -0.16, 0.00, -0.23, -0.31, 0.62, 0.10, -0.10, -0.32, -0.35, -0.31, 0.13, 0.49, -0.48, 0.36, -0.20, -0.28, -0.22, 0.18, 0.43, 0.20, 0.27, 0.17, 0.19, 0.19, 0.21, 0.27, 0.20, 0.20, 0.20, 0.20, 0.28, 0.24, 0.15, 0.19, 0.22],
  "orbital_gap_ev": 7.6,
  "mol_weight_g_mol": 433.46,
  "relative_energy_kcal_mol": 400.2,
  "fmax_ev_per_a": 17.8,
  "e_tot_ev": -49497.5467,
  "e_homo_ha": -0.2866
}